Record 1
DFT (ωB97M-V with the def2-TZVPD basis set) results for one molecule with the formula C5H5NO.

Structure (XYZ):
```
12
C5H5NO, DFT ωB97M-V with the def2-TZVPD basis set
C -2.44 -1.66 -0.63
C -1.64 -0.96 -0.05
C -0.66 -0.09 0.58
O -0.97 0.70 1.46
C 0.74 -0.18 0.06
C 1.30 1.12 -0.43
N 1.76 0.53 0.80
H -3.15 -2.27 -1.14
H 1.03 -1.12 -0.40
H 0.64 1.98 -0.39
H 2.00 1.10 -1.26
H 1.31 0.99 1.59
```

The calculation puts the strongest force on any atom at 0.61 eV Å⁻¹. For the highest occupied orbital energy, the calculation gives -0.3711 Ha. The spin multiplicity is 1. The energy relative to the best compared isomer or geometry (same formula, charge and spin) comes out at 70.9 kcal/mol. Its LUMO energy is 0.02 eV. The HOMO-LUMO gap is 10.1 eV. As for the SMILES: C#CC(=O)[C@H]1CN1.

These are the natural (NBO) partial charges, in e, on atoms 1 to 5: number 1, C, carries -0.13; number 2, C, carries -0.13; number 3, C, carries 0.49; number 4, O, carries -0.51; number 5, C, carries -0.20



Record 2
DFT (ωB97M-V with the def2-TZVPD basis set) results for one molecule with the formula C5H5NO at a distorted geometry.

Structure (XYZ):
```
12
C5H5NO, DFT ωB97M-V with the def2-TZVPD basis set
N 2.69 1.31 0.32
C 1.91 0.46 0.25
C 0.91 -0.63 0.19
O 0.04 -0.56 1.39
C -1.09 -0.28 0.58
C -0.93 0.80 -0.40
C -0.25 -0.47 -0.77
H 1.41 -1.60 0.14
H -2.06 -0.55 1.00
H -1.84 0.98 -0.96
H -0.34 1.68 -0.16
H -0.44 -1.15 -1.59
```

The calculation puts the strongest force on any atom at 1.58 eV Å⁻¹. For the highest occupied orbital energy, the calculation gives -0.3507 Ha. The spin multiplicity is 1. The energy relative to the best compared isomer or geometry (same formula, charge and spin) comes out at 66.9 kcal/mol. Its LUMO energy is 0.87 eV. The HOMO-LUMO gap is 10.4 eV. As for the SMILES: N#C[C@H]1O[C@H]2C[C@H]21.

These are the natural (NBO) partial charges, in e, on atoms 1 to 5: number 1, N, carries -0.29; number 2, C, carries 0.25; number 3, C, carries -0.02; number 4, O, carries -0.48; number 5, C, carries 0.11



Record 3
DFT (ωB97M-V with the def2-TZVPD basis set) results for C5H5NO2 as an isolated structure at a distorted geometry.

Structure (XYZ):
```
13
C5H5NO2, DFT ωB97M-V with the def2-TZVPD basis set
N -0.94 -0.49 -0.10
C 0.17 0.72 1.55
C -0.89 0.10 -1.21
C 0.36 -0.20 0.29
C -1.29 0.56 -2.36
C 1.50 -0.94 0.30
O 0.01 0.07 2.71
O 0.18 1.91 1.45
H -0.15 -0.88 2.56
H -1.62 -0.06 -3.17
H 1.87 -1.37 -0.61
H -1.32 1.61 -2.58
H 2.12 -1.02 1.18
```

The calculation puts the strongest force on any atom at 6.68 eV Å⁻¹. For the highest occupied orbital energy, the calculation gives -0.3429 Ha. The spin multiplicity is 1. The energy relative to the best compared isomer or geometry (same formula, charge and spin) comes out at 98.0 kcal/mol. Its LUMO energy is -0.06 eV. The HOMO-LUMO gap is 9.3 eV.

These are the natural (NBO) partial charges, in e, on atoms 1 to 5: number 1, N, carries -0.41; number 2, C, carries 0.77; number 3, C, carries 0.41; number 4, C, carries 0.04; number 5, C, carries -0.59



Record 4
DFT (ωB97M-V with the def2-TZVPD basis set) results for C5H5NO2 as an isolated structure at a distorted geometry.

Structure (XYZ):
```
13
C5H5NO2, DFT ωB97M-V with the def2-TZVPD basis set
C 1.77 -0.33 -0.08
C 1.13 0.89 -0.10
C -0.19 0.58 0.35
C -1.57 0.74 -0.09
C -0.20 -0.89 -0.28
H 2.81 -0.81 -0.53
H 1.54 1.79 0.00
H -0.30 0.38 1.55
H -2.35 1.60 0.06
H 0.12 -0.87 -1.32
N -2.34 -0.34 -0.02
O 0.97 -1.34 0.38
O -1.40 -1.41 0.07
```

The calculation puts the strongest force on any atom at 6.48 eV Å⁻¹. For the highest occupied orbital energy, the calculation gives -0.3452 Ha. The spin multiplicity is 1. The energy relative to the best compared isomer or geometry (same formula, charge and spin) comes out at 148.8 kcal/mol. Its LUMO energy is 0.66 eV. The HOMO-LUMO gap is 10.1 eV.

These are the natural (NBO) partial charges, in e, on atoms 1 to 5: number 1, C, carries 0.15; number 2, C, carries -0.30; number 3, C, carries -0.36; number 4, C, carries -0.01; number 5, C, carries 0.37